# 1
{"formula": "FH5S2Si2", "method": "the ωB97M-V functional and the def2-TZVPD basis", "relative_energy_kj_mol": 122.54, "total_energy_ha": -1478.271286, "species": ["S", "S", "Si", "Si", "F", "H", "H", "H", "H", "H"], "coordinates": [[-1.004, 1.691, -0.449], [-2.135, -0.462, -2.665], [1.878, -0.211, 1.631], [-1.906, -0.291, -0.486], [0.504, -0.863, 1.072], [-1.054, 1.955, -1.750], [1.593, 1.210, 1.716], [-2.830, -1.593, -2.625], [2.883, -0.569, 0.643], [2.070, -0.869, 2.914]], "mulliken_charge": [-0.285, -0.326, 0.509, 0.305, -0.183, 0.110, -0.110, 0.148, -0.082, -0.087]}


# 2
{"formula": "C15H15N3PTi", "method": "the ωB97M-V functional and the def2-TZVPD basis", "s_squared": 2.055, "charge": -1, "total_energy_ha": -1935.538785, "spin_multiplicity": 3, "species": ["Ti", "P", "N", "N", "N", "C", "C", "C", "C", "C", "C", "C", "C", "C", "C", "C", "C", "C", "C", "C", "H", "H", "H", "H", "H", "H", "H", "H", "H", "H", "H", "H", "H", "H", "H"], "coordinates": [[-0.555, -2.291, -1.606], [1.921, -2.649, -1.658], [-0.248, 1.278, 0.655], [3.012, 6.424, 3.788], [-0.881, -0.452, -0.566], [-1.691, -4.024, -0.877], [0.151, 2.664, 2.616], [-2.565, -2.936, -1.248], [-1.641, 1.134, 0.804], [-2.387, -2.677, -2.671], [1.867, 4.384, 2.595], [0.153, 0.331, -0.215], [0.546, 2.245, 1.341], [-2.009, 0.072, 0.059], [0.863, 3.681, 3.274], [2.257, 3.966, 1.309], [1.643, 2.853, 0.719], [-1.406, -3.615, -3.170], [-0.977, -4.445, -2.064], [2.519, 5.513, 3.244], [-2.219, 1.753, 1.463], [-2.985, -0.378, -0.092], [-2.945, -1.950, -3.256], [2.484, -3.622, -2.545], [-3.308, -2.470, -0.606], [0.631, 3.965, 4.307], [3.030, 4.533, 0.790], [-0.691, 2.190, 3.118], [1.963, 2.475, -0.252], [-1.082, -3.714, -4.205], [2.616, -3.033, -0.464], [-1.683, -4.521, 0.093], [2.744, -1.534, -2.035], [1.181, 0.146, -0.511], [-0.307, -5.299, -2.132]], "lowdin_spin": [1.489, 0.129, -0.010, 0.011, 0.012, 0.032, 0.005, 0.021, -0.003, 0.047, 0.016, 0.004, 0.018, 0.008, 0.008, 0.009, 0.003, 0.069, 0.057, 0.005, -0.001, 0.000, 0.008, 0.006, 0.004, 0.001, 0.001, 0.000, -0.001, 0.016, -0.001, 0.006, 0.026, -0.001, 0.008]}


# 3
{"formula": "C4H8N2O", "method": "the ωB97M-V functional and the def2-TZVPD basis", "smiles": "N=C=CN.CC=O", "relative_energy_kj_mol": 293.79, "total_energy_ha": -341.891746, "species": ["O", "N", "N", "C", "C", "C", "C", "H", "H", "H", "H", "H", "H", "H", "H"], "coordinates": [[0.591, -1.448, -1.166], [-2.195, 1.988, -0.523], [-0.974, -0.493, 1.719], [2.220, -0.581, 0.385], [-1.486, 0.757, -0.438], [1.721, -1.078, -0.941], [-1.296, 0.055, 0.657], [2.982, -1.278, 0.759], [1.404, -0.503, 1.108], [-2.513, 2.305, 0.385], [2.714, 0.389, 0.255], [2.479, -1.101, -1.754], [-1.588, -1.273, 1.965], [-3.004, 1.904, -1.130], [-1.030, 0.384, -1.350]], "mulliken_charge": [-0.480, -0.538, -0.594, -0.799, -0.273, 0.151, 0.366, 0.306, 0.176, 0.243, 0.271, 0.345, 0.254, 0.219, 0.354]}


# 4
{"formula": "C24H41Br2Cl13F3IN3O6P2", "method": "the ωB97M-V functional and the def2-TZVPD basis", "charge": 1, "total_energy_ha": -13965.187443, "species": ["I", "Br", "Br", "Cl", "Cl", "Cl", "Cl", "Cl", "Cl", "Cl", "Cl", "Cl", "Cl", "Cl", "Cl", "Cl", "P", "P", "F", "F", "F", "O", "O", "O", "O", "O", "O", "N", "N", "N", "C", "C", "C", "C", "C", "C", "C", "C", "C", "C", "C", "C", "C", "C", "C", "C", "C", "C", "C", "C", "C", "C", "C", "C", "H", "H", "H", "H", "H", "H", "H", "H", "H", "H", "H", "H", "H", "H", "H", "H", "H", "H", "H", "H", "H", "H", "H", "H", "H", "H", "H", "H", "H", "H", "H", "H", "H", "H", "H", "H", "H", "H", "H", "H", "H"], "coordinates": [[-1.170, 1.883, -2.609], [2.405, -4.875, 0.014], [3.732, -0.603, -1.247], [-6.938, 1.620, 1.552], [0.056, -3.977, 2.845], [-5.296, 3.823, -0.471], [2.394, -3.842, 4.742], [-1.291, 4.314, -7.809], [7.456, 0.656, -2.413], [4.995, -5.654, 3.537], [5.567, -0.918, -4.744], [2.599, 2.047, -3.221], [-4.333, 1.503, 5.797], [0.519, 4.222, -4.929], [4.139, 4.888, -2.181], [-5.396, 4.417, 4.429], [-1.013, -3.942, 1.115], [-4.377, -2.342, 0.132], [3.111, -2.456, 0.973], [3.646, -2.979, -2.368], [4.605, -3.450, -0.127], [1.299, 0.135, 2.701], [-2.317, -4.823, 1.484], [-5.041, -0.854, 0.237], [-0.831, 0.837, 2.827], [-3.118, -0.186, -3.119], [-2.499, 0.579, 1.345], [-2.977, -2.001, -0.922], [-0.778, -1.593, -1.149], [-1.648, -2.312, 0.995], [-0.906, 5.244, -5.271], [4.922, 3.434, -2.856], [4.077, 2.778, -3.914], [-1.905, 4.543, -6.154], [0.915, 2.309, 1.954], [1.524, -2.341, -1.768], [-1.131, -1.320, -2.551], [2.981, -2.384, -1.370], [0.649, -1.479, -0.810], [7.372, -1.101, -2.716], [3.311, -3.188, -0.097], [-5.279, 2.248, 1.762], [-1.349, -1.383, 2.124], [-5.556, -3.234, -0.947], [-5.538, 3.932, 6.138], [7.180, -1.417, -4.176], [5.086, -4.254, 4.637], [-5.147, 3.674, 1.300], [-1.990, -0.064, -2.788], [0.497, 0.992, 2.499], [3.921, -4.207, 5.590], [-1.632, 0.074, 1.972], [-4.359, 3.108, 6.581], [-1.736, -1.935, -0.335], [0.891, -1.770, 0.196], [-2.587, -4.606, 2.388], [-6.472, 3.390, 6.255], [-4.605, 1.591, 1.222], [1.637, 2.703, 2.647], [-5.050, 2.185, 2.824], [-2.918, -2.787, -1.572], [3.795, -5.148, 6.117], [5.869, 3.751, -3.289], [7.922, -0.923, -4.797], [-0.259, -1.270, -3.178], [4.076, -3.419, 6.324], [-1.961, -1.717, 2.950], [6.014, -4.348, 5.198], [-2.810, 5.143, -6.228], [-0.327, -1.470, 2.467], [-3.419, 3.605, 6.356], [-6.399, -3.463, -0.317], [-5.911, -2.571, -1.726], [-0.554, 6.167, -5.720], [5.139, -3.355, 4.029], [-4.162, 4.054, 1.569], [-5.593, 4.845, 6.727], [7.259, -2.491, -4.332], [0.953, -0.455, -0.937], [1.536, -1.850, -2.726], [1.414, 2.120, 1.030], [-1.713, -2.140, -2.920], [3.770, 3.483, -4.681], [0.103, 3.008, 1.865], [4.641, 1.974, -4.386], [6.561, -1.503, -2.114], [-5.898, 4.314, 1.753], [-2.170, 3.566, -5.756], [-4.412, 2.938, 7.654], [1.090, -3.325, -1.855], [-5.802, -0.948, 0.824], [8.309, -1.531, -2.366], [-5.130, -4.126, -1.369], [5.130, 2.754, -2.034], [-1.366, 5.480, -4.312]], "mulliken_charge": [0.059, -0.098, -0.017, -0.243, -0.131, -0.197, -0.085, -0.184, -0.166, -0.176, -0.149, 0.017, -0.179, -0.116, -0.197, -0.166, 0.017, 0.184, -0.169, -0.339, -0.211, -0.450, -0.405, -0.295, -0.304, -0.441, -0.407, -0.267, 0.128, 0.989, -0.608, -0.255, -0.429, -0.228, -1.123, -1.435, -0.567, 0.357, -0.241, -0.101, 0.612, 0.927, -0.942, -1.189, -0.482, -0.516, -0.457, -0.676, 0.214, 0.676, -0.509, 0.155, -0.481, -0.288, 0.355, 0.337, 0.311, -0.302, 0.386, -0.128, 0.331, 0.339, 0.340, 0.353, 0.508, 0.294, 0.405, 0.338, 0.329, 0.817, 0.292, 0.408, 0.353, 0.361, 0.291, 0.342, 0.348, 0.315, 0.235, 0.464, 0.278, 0.408, 0.356, 0.335, 0.110, -0.083, 0.362, 0.156, 0.349, 0.448, 0.294, 0.353, 0.399, 0.119, 0.280]}


# 5
{"formula": "C2H6N2", "method": "the ωB97M-V functional and the def2-TZVPD basis", "smiles": "C#C.NN", "relative_energy_kj_mol": 388.21, "total_energy_ha": -189.181697, "species": ["N", "N", "C", "C", "H", "H", "H", "H", "H", "H"], "coordinates": [[2.407, 0.241, 0.063], [1.099, -0.411, -0.101], [-2.557, 0.719, -0.072], [-2.751, -0.472, 0.038], [0.889, -0.776, 0.824], [1.343, -1.269, -0.584], [2.248, 1.026, 0.673], [-2.210, 1.736, -0.072], [2.571, 0.679, -0.827], [-3.038, -1.472, 0.059]], "mulliken_charge": [-0.523, -0.405, -0.347, -0.408, 0.233, 0.236, 0.231, 0.354, 0.230, 0.398]}


# 6
{"formula": "CH2FNOS", "method": "the ωB97M-V functional and the def2-TZVPD basis", "smiles": "O=C(F)NS", "relative_energy_kj_mol": 51.94, "total_energy_ha": -667.330474, "species": ["S", "F", "O", "N", "C", "H", "H"], "coordinates": [[-0.351, -0.582, -1.043], [-0.289, 0.239, 2.754], [-2.201, 0.746, 1.635], [-0.373, -0.446, 0.625], [-1.147, 0.261, 1.487], [-1.338, -1.649, -1.190], [0.545, -0.867, 0.988]], "mulliken_charge": [-0.123, -0.328, -0.385, -0.271, 0.585, 0.168, 0.354]}